{
  "formula": "C42H40N2OP2PdS",
  "method": "the ωB97M-V functional and the def2-TZVPD basis",
  "total_charge": 4,
  "spin_multiplicity": 5,
  "mol_weight_da": 789.23,
  "e_homo_ev": [-17.0, -18.6],
  "symbols": ["Pd", "O", "S", "C", "C", "C", "C", "C", "C", "P", "C", "C", "C", "C", "C", "C", "C", "C", "C", "C", "C", "C", "C", "C", "C", "C", "C", "C", "P", "C", "C", "C", "C", "C", "C", "C", "C", "C", "C", "C", "C", "H", "H", "H", "H", "H", "H", "H", "H", "H", "H", "H", "H", "H", "H", "H", "H", "H", "H", "H", "H", "H", "H", "H", "H", "H", "H", "H", "H", "C", "C", "N", "C", "C", "N", "C", "C", "H", "H", "H", "H", "H", "H", "H", "H", "H", "H", "H", "H"],
  "positions_angstrom": [[-0.07, -0.31, 0.42], [2.54, -0.08, -1.44], [2.12, -0.41, -0.06], [2.98, 0.61, 1.20], [4.34, 0.59, 1.35], [4.86, 1.26, 2.39], [4.11, 1.97, 3.30], [2.76, 2.05, 3.07], [2.16, 1.41, 1.98], [0.37, 1.53, 1.78], [-0.60, 1.56, 3.29], [-0.12, 1.50, 4.63], [-0.46, 2.38, 5.60], [-0.99, 3.68, 5.45], [-1.73, 4.22, 4.50], [-2.49, 3.42, 3.38], [-0.63, 2.99, 1.56], [-0.18, 4.33, 1.33], [-1.04, 5.39, 1.33], [-2.45, 5.36, 1.62], [-3.06, 4.53, 2.52], [-1.65, 2.46, 2.54], [2.50, -2.11, 0.14], [3.73, -2.52, 0.38], [4.01, -3.84, 0.55], [2.97, -4.79, 0.62], [1.70, -4.33, 0.34], [1.46, -3.01, -0.04], [-0.23, -2.49, -0.49], [-0.38, -2.90, -2.25], [-1.59, -3.20, -2.82], [-1.66, -3.69, -4.12], [-0.51, -3.86, -4.82], [0.75, -3.53, -4.31], [0.81, -3.10, -2.99], [-1.39, -3.52, 0.54], [-1.82, -4.78, 0.10], [-2.50, -5.54, 1.09], [-2.70, -5.09, 2.36], [-2.34, -3.77, 2.72], [-1.68, -2.98, 1.80], [5.04, 0.12, 0.66], [5.91, 1.30, 2.50], [4.74, 2.44, 4.00], [2.20, 2.60, 3.79], [0.69, 0.82, 4.81], [0.11, 2.11, 6.49], [-0.77, 4.32, 6.28], [-2.11, 5.26, 4.84], [-3.34, 2.84, 3.84], [0.83, 4.42, 0.99], [-0.69, 6.39, 1.04], [-3.00, 6.14, 1.11], [-4.13, 4.80, 2.82], [-2.41, 1.85, 1.95], [4.57, -1.81, 0.40], [5.00, -4.03, 0.72], [3.12, -5.79, 0.91], [0.81, -5.03, 0.34], [-2.51, -2.99, -2.32], [-2.61, -3.97, -4.62], [-0.67, -4.27, -5.95], [1.63, -3.66, -4.87], [1.72, -3.03, -2.43], [-1.62, -5.15, -0.90], [-2.75, -6.57, 0.83], [-3.01, -5.82, 3.12], [-2.66, -3.40, 3.71], [-1.48, -1.92, 2.12], [-0.16, 2.60, -2.83], [-0.70, 3.02, -4.38], [-1.02, 1.76, -4.92], [0.07, 1.05, -5.18], [0.35, 0.55, -3.42], [-0.49, 1.25, -2.63], [-1.84, 0.91, -2.84], [-2.10, 1.10, -4.40], [-0.60, 3.30, -2.13], [0.95, 2.74, -2.72], [0.05, 3.51, -4.95], [-1.55, 3.59, -4.24], [0.89, 1.68, -5.49], [0.03, 0.07, -5.61], [1.38, 0.65, -3.25], [0.11, -0.53, -3.61], [-2.44, 1.68, -2.30], [-2.16, -0.02, -2.29], [-3.03, 1.60, -4.63], [-2.22, 0.12, -4.90]],
  "mulliken_charge": [-0.4675, -0.7383, 1.6751, 0.1955, -0.6166, -0.7602, -1.2847, -0.5668, 0.6796, 0.6010, -0.1734, -0.3940, -0.8005, -0.1556, -0.6025, 0.1512, 0.1577, -0.4231, -0.6451, -0.6038, -0.7161, 0.3451, 1.0864, -0.4967, -0.9522, -0.9785, -0.2749, -0.4076, 1.2560, 0.8928, -0.3594, -0.7882, -0.4096, -0.9055, -0.4403, 0.8774, -0.3679, -0.5838, -0.6203, -0.6178, -0.5916, 0.6762, 0.5009, 0.4681, 0.5904, 0.6525, 0.3777, 0.4683, 0.3510, 0.5345, 0.6011, 0.5038, 0.5340, 0.4148, 0.1222, 0.1306, 0.5986, 0.5513, 0.3776, 0.5556, 0.4666, 0.3087, 0.6167, 0.5038, 0.5594, 0.4277, 0.4282, 0.4245, 0.0340, -0.4455, -0.8287, 0.1791, -0.6492, -0.2182, 0.6773, -0.3096, -0.7977, 0.2401, 0.4406, 0.3526, 0.3856, 0.2155, 0.4782, 0.8860, -0.7590, 0.3786, 0.1319, 0.3910, 0.2972]
}

{
  "formula": "C42H40N3O",
  "method": "the ωB97M-V functional and the def2-TZVPD basis",
  "total_charge": 1,
  "de_lowest_kcal_mol": 0.0,
  "spin_multiplicity": 1,
  "mol_weight_da": 602.80,
  "e_homo_ev": -9.1,
  "symbols": ["C", "C", "C", "C", "C", "C", "N", "C", "C", "C", "C", "C", "C", "C", "C", "C", "O", "C", "C", "H", "H", "H", "H", "H", "H", "H", "H", "H", "H", "H", "H", "H", "C", "N", "C", "C", "C", "C", "C", "C", "C", "C", "C", "C", "C", "C", "C", "C", "C", "C", "C", "C", "N", "C", "C", "C", "C", "C", "C", "H", "H", "H", "H", "H", "H", "H", "H", "H", "H", "H", "H", "H", "H", "H", "H", "H", "H", "H", "H", "H", "H", "H", "H", "H", "H", "H"],
  "positions_angstrom": [[3.30, -2.71, -3.03], [3.26, -1.33, -2.76], [2.05, -0.73, -2.38], [0.87, -1.49, -2.21], [-0.45, -0.77, -2.14], [-1.60, -1.35, -1.49], [-2.86, -1.06, -2.06], [-3.20, 0.26, -2.24], [-4.48, 0.68, -2.56], [-5.47, -0.25, -2.80], [-5.18, -1.61, -2.70], [-3.85, -2.03, -2.35], [-3.54, -3.39, -2.42], [-4.55, -4.34, -2.70], [-5.86, -3.93, -2.99], [-6.18, -2.59, -2.98], [-0.49, 0.39, -2.62], [0.95, -2.88, -2.42], [2.16, -3.47, -2.82], [4.22, -3.17, -3.38], [4.16, -0.73, -2.86], [2.03, 0.35, -2.21], [-1.49, -2.36, -1.09], [-2.38, 0.97, -2.19], [-4.67, 1.76, -2.61], [-6.50, 0.04, -3.03], [-2.52, -3.75, -2.30], [-4.33, -5.41, -2.69], [-6.65, -4.66, -3.21], [-7.19, -2.24, -3.18], [0.05, -3.48, -2.29], [2.19, -4.55, -2.96], [7.34, -0.14, 2.23], [6.19, -0.91, 2.68], [6.55, -2.10, 3.41], [4.90, -0.50, 2.53], [3.79, -1.30, 2.94], [2.50, -0.98, 2.53], [2.23, 0.19, 1.79], [0.90, 0.49, 1.25], [0.03, -0.58, 0.94], [-1.31, -0.49, 0.46], [-2.38, -1.17, 1.19], [-3.69, -0.67, 1.19], [-4.73, -1.35, 1.81], [-4.46, -2.53, 2.52], [-3.15, -3.01, 2.60], [-2.11, -2.33, 1.97], [0.59, 1.92, 1.01], [-0.04, 2.35, -0.17], [-0.34, 3.68, -0.41], [0.03, 4.69, 0.52], [-0.21, 6.00, 0.26], [0.14, 7.08, 1.16], [-0.76, 6.40, -1.02], [0.68, 4.28, 1.73], [1.01, 2.94, 1.92], [3.33, 1.06, 1.52], [4.63, 0.74, 1.87], [7.37, 0.87, 2.65], [8.22, -0.69, 2.60], [7.42, -0.09, 1.13], [5.86, -2.94, 3.21], [7.57, -2.38, 3.11], [6.59, -1.92, 4.50], [3.97, -2.19, 3.54], [1.67, -1.62, 2.84], [0.41, -1.59, 1.11], [-1.60, 0.43, -0.02], [-3.89, 0.33, 0.75], [-5.75, -0.94, 1.79], [-5.27, -3.04, 3.04], [-2.92, -3.89, 3.21], [-1.08, -2.66, 2.12], [-0.26, 1.64, -0.96], [-0.86, 3.96, -1.32], [-0.08, 6.81, 2.20], [1.21, 7.34, 1.08], [-0.44, 7.97, 0.88], [-0.18, 5.99, -1.86], [-1.81, 6.08, -1.15], [-0.75, 7.50, -1.08], [0.93, 5.01, 2.52], [1.61, 2.65, 2.79], [3.15, 2.01, 0.99], [5.45, 1.41, 1.58]],
  "mulliken_charge": [-0.4624, -0.7732, -0.1905, 0.0884, 1.4338, -1.7706, 0.8466, 0.0492, -1.1421, -0.5574, 0.8795, 0.9160, -0.4275, -0.7991, -0.5263, -0.9434, -0.7780, -0.2681, -0.7335, 0.3847, 0.4253, 0.3915, 0.8213, 0.5382, 0.4744, 0.4192, 0.4222, 0.4072, 0.3831, 0.3826, 0.2548, 0.4001, -1.0411, 0.1289, -1.0556, 1.2184, -0.8324, -0.8749, -0.3868, 1.2221, -1.4322, -0.1648, 0.7214, -0.0574, -0.8542, -0.5423, -0.7783, -0.3023, -0.1237, 0.0024, -1.0979, 1.1381, 0.1201, -1.0615, -0.9892, -0.8588, -0.8656, -0.5040, -1.0330, 0.3460, 0.3271, 0.3331, 0.3322, 0.3469, 0.3394, 0.3583, 0.5487, 0.6845, 0.3888, 0.3665, 0.4264, 0.4208, 0.4143, 0.3381, 0.6849, 0.4242, 0.3348, 0.3187, 0.3630, 0.3622, 0.2761, 0.3248, 0.2541, 0.6100, 0.5140, 0.3210]
}

{
  "formula": "C42H40N5O2PSZn",
  "method": "the ωB97M-V functional and the def2-TZVPD basis",
  "de_lowest_kcal_mol": 1.9,
  "spin_multiplicity": 1,
  "mol_weight_da": 775.25,
  "e_homo_ev": -7.8,
  "symbols": ["Zn", "C", "N", "C", "C", "C", "C", "C", "C", "C", "C", "H", "H", "H", "H", "H", "H", "H", "H", "H", "H", "H", "H", "C", "C", "C", "C", "C", "C", "C", "S", "O", "O", "N", "C", "C", "C", "C", "C", "C", "C", "C", "N", "C", "H", "H", "H", "H", "H", "H", "H", "H", "H", "H", "H", "H", "H", "N", "P", "C", "C", "C", "C", "C", "C", "C", "C", "C", "C", "C", "C", "C", "C", "C", "C", "C", "N", "H", "H", "H", "H", "H", "H", "H", "H", "H", "H", "H", "H", "H", "H", "H"],
  "positions_angstrom": [[0.18, 0.27, 0.11], [2.03, -1.27, 2.79], [1.73, 0.11, 2.49], [1.46, 0.86, 3.71], [2.84, 0.74, 1.77], [3.09, 0.12, 0.41], [4.41, -0.14, 0.03], [4.70, -0.66, -1.22], [3.66, -0.94, -2.09], [2.35, -0.69, -1.70], [2.03, -0.16, -0.45], [2.93, -1.37, 3.42], [2.19, -1.84, 1.87], [1.19, -1.72, 3.33], [2.35, 0.90, 4.36], [0.66, 0.37, 4.26], [1.15, 1.87, 3.46], [3.76, 0.70, 2.37], [2.58, 1.80, 1.65], [5.21, 0.08, 0.73], [5.73, -0.85, -1.50], [3.87, -1.35, -3.07], [1.56, -0.89, -2.41], [-6.38, 5.16, 1.03], [-4.98, 4.61, 1.17], [-4.65, 3.37, 0.64], [-3.36, 2.87, 0.77], [-2.40, 3.62, 1.43], [-2.72, 4.85, 1.98], [-4.00, 5.34, 1.84], [-0.72, 3.05, 1.50], [-0.17, 3.53, 2.75], [-0.05, 3.49, 0.30], [-0.83, 1.46, 1.44], [-1.46, 0.79, 2.48], [-2.01, 1.36, 3.62], [-2.64, 0.58, 4.60], [-2.72, -0.78, 4.50], [-2.14, -1.41, 3.37], [-2.12, -2.81, 3.22], [-1.49, -3.37, 2.15], [-0.89, -2.52, 1.21], [-0.92, -1.21, 1.29], [-1.52, -0.63, 2.37], [-7.00, 4.50, 0.43], [-6.36, 6.15, 0.56], [-6.85, 5.28, 2.01], [-5.40, 2.79, 0.13], [-3.09, 1.91, 0.35], [-1.95, 5.41, 2.51], [-4.25, 6.31, 2.26], [-1.92, 2.42, 3.78], [-3.06, 1.08, 5.47], [-3.19, -1.38, 5.26], [-2.60, -3.43, 3.98], [-1.44, -4.44, 2.01], [-0.36, -2.94, 0.37], [-1.53, 0.86, -3.39], [-0.77, 1.97, -2.29], [-1.50, 3.48, -3.06], [-1.37, 3.72, -4.43], [-1.97, 4.83, -5.01], [-2.67, 5.73, -4.22], [-2.78, 5.52, -2.86], [-2.19, 4.40, -2.28], [0.93, 2.07, -2.97], [1.31, 1.45, -4.15], [2.62, 1.50, -4.60], [3.57, 2.19, -3.85], [3.21, 2.81, -2.67], [1.90, 2.75, -2.22], [-1.53, -0.49, -3.18], [-2.37, -1.34, -3.92], [-2.23, -2.70, -3.76], [-1.26, -3.19, -2.89], [-0.51, -2.28, -2.19], [-0.65, -0.95, -2.29], [-2.18, 1.22, -4.07], [-0.79, 3.05, -5.05], [-1.86, 5.00, -6.07], [-3.13, 6.60, -4.68], [-3.31, 6.23, -2.24], [-2.25, 4.26, -1.21], [0.58, 0.88, -4.72], [2.90, 1.01, -5.51], [4.60, 2.22, -4.19], [3.95, 3.32, -2.07], [1.62, 3.22, -1.29], [-3.09, -0.92, -4.61], [-2.86, -3.37, -4.33], [-1.09, -4.25, -2.77], [0.29, -2.60, -1.53]],
  "mulliken_charge": [0.5401, -1.2453, 1.0810, -1.2969, -1.8234, 2.1932, -0.8078, -0.9469, -0.9628, 1.0732, -0.7803, 0.3356, 0.2713, 0.3613, 0.4124, 0.2938, 0.3152, 0.3694, 0.4726, 0.4163, 0.3517, 0.4652, 0.4333, -1.6288, 1.0772, -0.8145, -0.3044, 0.2382, -0.8596, -0.7870, 1.3020, -0.8148, -0.6865, 0.4826, -0.0292, -0.5294, -1.0435, -1.0297, 1.1454, -0.8702, -1.2560, 0.0989, 0.1841, -0.2616, 0.3645, 0.3597, 0.3357, 0.3264, 0.1929, 0.5292, 0.4108, 0.5624, 0.4372, 0.4072, 0.4533, 0.4591, 0.2473, -0.0370, 0.6949, 0.0482, -0.5474, -0.7634, -0.5418, -0.6841, -0.2043, 0.4948, -0.4696, -0.7856, -0.6217, -0.5683, -0.3871, 0.3474, -1.1951, -0.3567, -1.3900, -0.3040, 0.5036, 0.2243, 0.3340, 0.4192, 0.3818, 0.4694, 0.5682, 0.3980, 0.3922, 0.3988, 0.4314, 0.4165, 0.4741, 0.4078, 0.4633, 0.7672]
}

Which formula does entry 2 have? C42H40N3O